Model one:
A single C5H7N3 molecule, computed with the ωB97M-V functional and the def2-TZVPD basis.

```
15
Properties=species:S:1:pos:R:3:mulliken_charge:R:1
C 1.163 2.459 1.033 0.42
C 1.212 -0.059 -0.273 -0.08
C 0.340 1.788 0.074 -0.57
C -0.973 1.207 0.399 -0.26
C 0.024 -2.113 -0.920 -1.10
N 1.648 3.084 1.885 -0.49
N -1.157 -0.106 -0.295 -0.54
N 0.101 -0.676 -0.374 0.31
H 2.271 -0.342 -0.459 0.30
H -1.123 1.098 1.527 0.26
H -1.770 1.826 0.130 0.30
H -0.896 -2.399 -1.392 0.33
H 0.797 -2.391 -1.495 0.42
H 0.227 -2.736 -0.095 0.41
H -1.864 -0.640 0.254 0.29
```

Properties
**Spin multiplicity**: 1



Model two:
A single C5H7N3 molecule, computed with the ωB97M-V functional and the def2-TZVPD basis.

```
15
Properties=species:S:1:pos:R:3:mulliken_charge:R:1
C -0.075 -1.109 -0.935 0.65
C -0.020 0.052 0.013 0.68
C 0.049 -0.090 1.412 -0.75
C 0.397 1.250 1.785 -0.56
C -0.209 1.361 -0.312 -0.63
H -0.762 -2.570 0.630 0.27
H -0.322 -3.052 -0.934 0.20
H 0.303 -0.072 -2.226 0.21
H 0.339 -1.108 1.763 0.22
H 0.639 1.642 2.689 0.49
H 0.018 3.014 1.115 0.24
H -0.139 1.546 -1.330 0.35
N -0.386 -2.248 -0.502 -0.44
N 0.059 -1.013 -2.221 -0.88
N 0.194 2.093 0.796 -0.07
```

Properties
**Spin multiplicity**: 1
**SMILES**: [H]/N=C(/N)c1cc[nH]c1



Model three:
A single C5H7N3 molecule, computed with the ωB97M-V functional and the def2-TZVPD basis.

```
15
Properties=species:S:1:pos:R:3:mulliken_charge:R:1
C -0.131 0.517 0.942 -0.44
C -0.332 0.330 -1.378 -0.40
C -0.729 0.985 -0.302 0.88
C 2.110 -2.706 0.421 -0.36
C -1.731 2.029 -0.216 -1.21
N 0.728 -0.408 0.963 -0.49
N 1.724 -1.965 -0.542 -0.52
N 1.061 -0.897 -0.186 0.36
H -0.610 0.928 1.847 0.30
H -0.336 0.244 -2.509 0.33
H 2.502 -3.671 0.144 0.25
H 1.937 -2.422 1.375 0.36
H -2.164 2.109 0.766 0.34
H -1.497 3.117 -0.512 0.24
H -2.533 1.811 -0.812 0.37
```

Properties
**Spin multiplicity**: 1



The winner here is model two, beating the second structure by 3.176 eV.



Model one:
A single C5H7N3 molecule, computed with the ωB97M-V functional and the def2-TZVPD basis.

```
15
Properties=species:S:1:pos:R:3:mulliken_charge:R:1
C -0.262 -1.123 0.948 -0.46
C -1.146 -1.196 -0.378 -0.40
C -0.083 1.589 0.172 -0.01
C 1.325 0.805 -0.052 -0.40
C 1.250 -0.613 0.411 0.10
H 0.025 -2.122 1.653 0.28
H -0.823 -0.201 1.416 0.43
H -1.405 -2.093 -1.111 0.35
H 0.127 2.604 0.327 0.42
H 2.147 1.539 0.091 0.32
H 0.559 -0.834 -1.266 0.48
H 2.180 -0.946 1.096 0.30
N -1.598 0.063 -0.486 -0.22
N -1.220 1.142 0.182 -0.52
N 1.487 -0.451 -0.955 -0.66
```

Properties
**Spin multiplicity**: 1
**SMILES**: C1=NN=C[C@@H]2N[C@@H]2C1



Model two:
A single C5H7N3 molecule, computed with the ωB97M-V functional and the def2-TZVPD basis.

```
15
Properties=species:S:1:pos:R:3:mulliken_charge:R:1
C -2.745 -0.067 0.153 -0.77
C -1.154 0.017 -0.021 0.47
C 1.933 0.670 0.185 -0.03
C 1.851 -0.668 0.439 -0.67
C 0.861 -1.392 -0.193 0.29
H -2.813 -0.551 1.295 0.20
H -3.506 0.940 0.123 0.28
H -3.182 -1.104 -0.397 0.28
H 1.075 2.380 -0.719 0.27
H 2.615 1.414 0.374 0.42
H 2.850 -1.245 0.400 0.23
H 1.398 -2.132 -0.927 0.24
N -0.668 1.157 0.025 -0.45
N 0.698 1.267 -0.303 -0.26
N -0.446 -1.147 -0.226 -0.49
```

Properties
**Spin multiplicity**: 1
**SMILES**: CC1=NNC=CC=N1



The winner here is model two, beating the second structure by 0.242 eV.



Model one:
A gas-phase ion, C2H7N2P2 (charge +1), computed with the ωB97M-V functional and the def2-TZVPD basis.

```
13
Properties=species:S:1:pos:R:3:mulliken_charge:R:1
C 2.792 0.294 -0.146 0.32
C -1.681 -0.631 0.318 -0.26
N 3.449 0.028 0.795 -0.20
N -2.421 0.782 0.319 -0.40
P 1.505 0.354 -1.251 -0.25
P -0.732 -0.917 -1.031 -0.07
H -1.376 -0.833 1.396 0.27
H 4.235 0.445 1.143 0.31
H -2.953 0.808 1.181 0.36
H -3.101 0.882 -0.536 0.40
H -1.814 1.502 0.273 0.31
H 2.206 -0.655 -1.969 0.09
H -0.109 -2.059 -0.491 0.12
```

Properties
**Net charge**: +1
**Spin multiplicity**: 1
**SMILES**: N=C=[PH]=[PH]=C[NH3+]



Model two:
A molecular structure, C2H7N2P2, computed with the ωB97M-V functional and the def2-TZVPD basis.

```
13
Properties=species:S:1:pos:R:3:mulliken_charge:R:1
C 0.425 2.020 -0.539 -0.12
C -0.582 1.211 0.138 -0.57
N -1.407 -1.965 -1.115 -0.52
N 1.222 -0.753 1.481 -0.41
P 1.741 1.142 -1.200 0.09
P 0.551 -0.349 0.058 0.29
H 0.528 3.039 -0.468 0.45
H -1.031 1.574 1.070 0.44
H -1.297 0.706 -0.440 0.27
H -1.025 -2.805 -0.803 0.25
H -1.506 -1.759 -2.120 0.26
H 0.628 -0.525 2.277 0.30
H 1.754 -1.536 1.662 0.27
```

Properties
**Net charge**: +1
**Spin multiplicity**: 1



The winner here is model one, beating the second structure by 0.926 eV.



Model one:
A single C3H4N4O2 molecule, computed with the ωB97M-V functional and the def2-TZVPD basis.

```
13
Properties=species:S:1:pos:R:3:mulliken_charge:R:1
C -1.282 0.788 0.063 0.23
C 1.157 1.337 -0.060 -0.01
C 1.999 -0.625 0.031 0.38
H -2.860 -1.775 -0.200 0.36
H -1.508 1.854 0.029 0.30
H 0.961 2.393 -0.083 0.37
H 0.084 -1.603 0.189 0.21
N -2.293 0.023 -0.021 -0.44
N 0.071 0.491 0.121 0.11
N 2.307 0.774 -0.093 -0.50
N 0.626 -0.768 0.127 -0.10
O -1.989 -1.354 -0.077 -0.38
O 2.727 -1.534 -0.025 -0.52
```

Properties
**Spin multiplicity**: 1
**SMILES**: O=c1ncn(/C=N\O)[nH]1



Model two:
A molecular structure, C3H4N4O2, computed with the ωB97M-V functional and the def2-TZVPD basis.

```
13
Properties=species:S:1:pos:R:3:mulliken_charge:R:1
C -1.222 0.598 -1.190 -0.01
C 0.152 -0.192 0.107 0.44
C 0.954 -2.346 0.444 0.05
H -1.318 3.396 -0.303 0.39
H -1.969 0.998 -1.826 0.37
H -0.005 -2.683 0.038 0.39
H 2.566 -2.137 1.332 0.35
N -0.526 1.790 -0.633 -0.02
N -0.800 -0.507 -0.751 -0.39
N 1.075 -0.860 0.461 -0.36
N 1.798 -2.952 1.101 -0.58
O -1.526 2.523 0.083 -0.39
O 0.350 1.199 0.335 -0.25
```

Properties
**Spin multiplicity**: 1



The winner here is model one, beating the second structure by 2.886 eV.



Model one:
2 unconnected molecules or ions with the total composition C4H7P, computed with the ωB97M-V functional and the def2-TZVPD basis.

```
12
Properties=species:S:1:pos:R:3:mulliken_charge:R:1
C 0.027 -1.079 -1.767 -1.02
C 0.356 0.054 -1.083 0.13
C 0.004 0.371 0.214 0.09
C -0.760 -0.350 1.226 -0.84
P 1.451 2.420 0.651 0.05
H 0.373 -1.226 -2.774 0.27
H -0.563 -1.866 -1.331 0.26
H 0.966 0.782 -1.604 0.21
H -0.144 -0.553 2.104 0.25
H -1.624 0.229 1.554 0.26
H -1.116 -1.301 0.822 0.31
H 1.031 2.519 1.988 0.03
```

Properties
**Spin multiplicity**: 1



Model two:
A single C4H7P molecule, computed with the ωB97M-V functional and the def2-TZVPD basis.

```
12
Properties=species:S:1:pos:R:3:mulliken_charge:R:1
C -2.953 0.067 -0.101 -0.72
C -1.711 0.439 0.085 -0.05
C 1.301 0.189 -0.142 -0.37
C 2.527 -0.527 0.003 -0.85
P -0.525 -0.753 -0.395 -0.05
H -3.733 0.848 0.026 0.20
H -3.178 -0.847 -0.401 0.37
H -1.499 1.385 0.444 0.32
H 1.189 1.197 0.280 0.27
H 2.391 -1.550 0.474 0.27
H 3.055 -0.526 -0.891 0.30
H 3.135 0.077 0.619 0.32
```

Properties
**Spin multiplicity**: 1
**SMILES**: C=C/P=C/C



The winner here is model two, beating the second structure by 0.979 eV.



Model one:
A gas-phase ion, C2H4N3O (charge +1), computed with the ωB97M-V functional and the def2-TZVPD basis.

```
10
Properties=species:S:1:pos:R:3:mulliken_charge:R:1
C -0.032 0.690 -1.260 0.03
C -0.503 -0.535 0.728 0.08
N 1.182 0.653 -1.224 -0.06
N -0.942 0.258 -0.209 -0.13
N 0.809 -0.588 0.889 0.00
O 1.659 0.227 0.307 -0.27
H -0.385 0.730 -2.266 0.38
H -1.293 -0.833 1.428 0.38
H -1.899 0.513 0.004 0.28
H 1.402 -1.115 1.603 0.31
```

Properties
**Net charge**: +1
**Spin multiplicity**: 1
**SMILES**: C1=NO[NH+]=CN1



Model two:
A gas-phase ion, C2H4N3O (charge +1), computed with the ωB97M-V functional and the def2-TZVPD basis.

```
10
Properties=species:S:1:pos:R:3:mulliken_charge:R:1
C 0.718 1.118 0.027 0.12
C -1.286 -0.564 -0.074 -0.76
N 1.998 0.869 -0.030 -0.18
N 0.977 -1.046 -0.007 -0.12
N 0.086 -0.135 0.013 0.39
O 2.155 -0.440 -0.070 0.07
H 0.157 2.094 0.104 0.40
H -1.559 -0.433 -1.053 0.36
H -1.427 -1.465 0.412 0.35
H -1.819 0.002 0.677 0.37
```

Properties
**Net charge**: +1
**Spin multiplicity**: 1
**SMILES**: C[n+]1cnon1



Model three:
A gas-phase ion, C2H4N3O (charge +1), computed with the ωB97M-V functional and the def2-TZVPD basis.

```
10
Properties=species:S:1:pos:R:3:mulliken_charge:R:1
C -2.244 0.549 -0.013 0.03
C -0.231 -0.661 0.377 -0.04
N 3.073 0.425 0.019 -0.53
N 1.059 -0.534 0.255 0.07
N 2.042 -0.172 -0.212 0.37
O -0.974 0.396 -0.249 -0.15
H -2.860 1.108 -0.729 0.28
H -2.880 -0.087 0.581 0.28
H -0.503 -1.593 0.892 0.38
H 3.518 0.570 -0.922 0.31
```

Properties
**Net charge**: +1
**Spin multiplicity**: 1



The winner here is model two, beating the second structure by 0.523 eV.